Below is a molecular structure, C56H98BF7N3O18Y in a non-equilibrium geometry, with properties calculated with ωB97M-V/def2-TZVPD.

The geometry in ORCA input format:
```
! wB97M-V def2-TZVPD RIJCOSX def2/J DEFGRID3
* xyz 0 1
Y -2.837 -1.424 1.078
B -5.331 -3.142 1.656
F -5.146 -1.600 1.686
F -3.913 -3.657 1.334
F -5.668 -3.517 2.920
F -6.157 -3.502 0.581
O 0.876 -0.199 0.202
C -0.443 -0.470 0.427
O -1.159 -0.823 -0.623
O -0.776 -0.352 1.681
H 1.057 -0.378 -0.758
O -3.388 -0.324 4.892
C -3.310 -0.800 3.560
O -2.916 -2.013 3.447
O -3.553 0.098 2.681
H -3.779 0.580 4.851
F 3.266 -1.460 5.299
C 4.245 -1.626 4.371
C 5.563 -1.635 4.796
C 6.573 -1.689 3.847
C 6.261 -1.783 2.504
C 4.951 -1.786 2.120
C 3.928 -1.657 3.020
H 5.694 -1.632 5.883
H 7.575 -1.783 4.259
H 7.055 -1.812 1.795
H 4.702 -1.932 1.066
H 2.881 -1.689 2.769
F -0.769 2.927 -0.684
C 0.078 3.971 -0.926
C 1.378 3.680 -1.270
C 2.197 4.730 -1.606
C 1.756 6.035 -1.579
C 0.422 6.280 -1.273
C -0.429 5.226 -0.946
H 1.764 2.672 -1.281
H 3.210 4.533 -1.831
H 2.475 6.839 -1.745
H 0.056 7.319 -1.329
H -1.400 5.415 -0.598
F 6.419 5.401 -2.702
C 5.707 4.251 -2.520
C 5.051 3.658 -3.598
C 4.437 2.413 -3.436
C 4.398 1.816 -2.183
C 5.032 2.462 -1.122
C 5.659 3.704 -1.244
H 5.109 4.016 -4.598
H 3.893 2.035 -4.270
H 3.882 0.827 -2.055
H 5.078 1.971 -0.137
H 6.172 4.213 -0.412
C 0.805 -0.380 7.222
C -0.299 -0.655 6.247
C -1.354 -1.554 6.885
C -2.130 -0.901 7.924
N -2.709 -0.188 8.639
H 1.262 -1.230 7.735
H 0.400 0.231 8.038
H 1.668 0.090 6.724
H 0.136 -1.148 5.369
H -0.774 0.214 5.816
H -0.777 -2.359 7.359
H -2.062 -2.017 6.185
C 0.704 -3.507 4.390
C -0.389 -4.527 4.725
C -1.263 -4.928 3.490
C -1.242 -3.985 2.348
N -1.269 -3.402 1.368
H 1.317 -3.353 5.293
H 0.298 -2.592 3.939
H 1.436 -3.948 3.712
H -1.076 -4.037 5.463
H 0.060 -5.439 5.106
H -2.333 -4.985 3.738
H -0.995 -5.907 3.070
C -2.053 2.902 5.043
C -1.231 2.416 3.822
C -1.851 2.859 2.521
C -1.687 4.309 2.304
N -1.567 5.444 2.179
H -1.630 2.398 5.910
H -3.107 2.625 4.990
H -1.910 3.977 5.219
H -1.262 1.303 3.780
H -0.216 2.777 3.909
H -2.948 2.662 2.558
H -1.458 2.328 1.650
C 3.157 -0.039 -6.377
O 2.713 0.046 -5.030
C 1.340 -0.239 -4.865
C 0.920 0.085 -3.425
O 1.878 -0.575 -2.480
C 2.113 -1.919 -2.793
H 4.136 0.449 -6.385
H 2.532 0.557 -7.069
H 3.188 -1.075 -6.738
H 1.075 -1.255 -5.140
H 0.748 0.406 -5.524
H -0.146 -0.162 -3.286
H 1.100 1.130 -3.153
H 1.130 -2.415 -2.834
H 2.596 -2.379 -1.909
H 2.704 -1.969 -3.716
C -4.009 1.491 -0.249
O -4.112 0.089 -0.342
C -4.561 -0.340 -1.623
C -4.729 -1.819 -1.606
O -3.418 -2.369 -1.164
C -3.284 -3.771 -1.405
H -5.030 1.850 -0.397
H -3.355 1.976 -0.960
H -3.624 1.756 0.767
H -3.788 -0.061 -2.349
H -5.503 0.143 -1.898
H -4.919 -2.249 -2.587
H -5.480 -2.172 -0.928
H -4.240 -4.264 -1.254
H -2.456 -4.107 -0.792
H -3.107 -3.831 -2.477
C 5.864 -6.618 -1.057
O 4.704 -6.394 -0.327
C 4.850 -5.239 0.525
C 3.481 -4.900 1.071
O 2.804 -4.187 0.120
C 1.468 -3.866 0.479
H 5.658 -7.324 -1.851
H 6.648 -7.021 -0.390
H 6.238 -5.705 -1.554
H 5.273 -4.395 0.014
H 5.559 -5.480 1.318
H 3.577 -4.273 1.935
H 2.949 -5.820 1.411
H 1.389 -3.092 1.319
H 1.028 -4.770 0.938
H 0.886 -3.644 -0.422
C -7.261 -3.178 -5.552
O -6.331 -2.328 -4.939
C -5.556 -1.591 -5.933
C -4.377 -1.027 -5.237
O -3.522 -2.059 -4.756
C -2.298 -1.562 -4.294
H -8.007 -2.671 -6.168
H -7.694 -3.786 -4.750
H -6.657 -3.839 -6.239
H -6.112 -0.790 -6.330
H -5.221 -2.261 -6.699
H -4.605 -0.326 -4.443
H -3.837 -0.460 -5.957
H -2.417 -1.064 -3.365
H -1.897 -0.877 -5.044
H -1.584 -2.370 -4.114
C 2.314 1.330 3.231
O 2.178 2.734 3.267
C 1.889 3.354 2.001
C 1.763 4.826 2.447
O 3.028 5.391 2.844
C 3.651 6.036 1.781
H 3.272 0.976 2.826
H 1.458 0.849 2.807
H 2.300 1.059 4.282
H 0.920 2.995 1.638
H 2.686 3.145 1.251
H 1.197 4.793 3.370
H 1.298 5.494 1.691
H 4.582 6.499 2.132
H 2.929 6.812 1.412
H 3.854 5.382 0.886
C -0.777 3.216 -5.741
O -1.475 2.175 -5.029
C -1.876 2.602 -3.718
C -3.242 3.214 -3.725
O -4.235 2.304 -4.236
C -5.481 2.916 -4.167
H 0.147 3.481 -5.232
H -1.336 4.119 -6.018
H -0.565 2.682 -6.634
H -1.101 3.235 -3.252
H -1.914 1.707 -3.091
H -3.264 4.183 -4.250
H -3.520 3.428 -2.657
H -5.666 3.400 -3.178
H -6.223 2.141 -4.326
H -5.682 3.593 -5.004
*
```

Computed properties:
E_HOMO in eV: -9.25
HOMO-LUMO gap in eV: 9.57
DFT total energy in Eh: -4473.6614
E_LUMO in eV: 0.318